C16H28NO5SSbV as an isolated structure. Source: the OMol25 dataset; level of theory: ωB97M-V with the def2-TZVPD basis set.

Atoms and positions in Å:
V (-0.1869, -0.4499, 0.5693)
O (-2.7842, -2.7710, 2.7396)
C (-1.8445, -2.0321, 2.2725)
O (-1.7352, -1.6735, 1.0854)
C (-0.8037, -1.5926, 3.2390)
C (-0.6658, -1.9314, 4.5761)
C (0.4497, -1.4359, 5.2477)
C (1.3891, -0.6496, 4.5816)
C (1.1651, -0.3622, 3.2435)
N (0.0834, -0.8196, 2.6171)
C (2.0037, 0.3941, 2.2601)
O (3.1214, 0.9591, 2.5537)
O (1.5822, 0.4507, 1.0941)
H (-3.4342, -3.0634, 2.0716)
H (-1.3898, -2.5638, 5.0733)
H (0.5991, -1.6770, 6.2926)
H (2.2625, -0.2939, 5.1139)
H (3.4136, 0.8850, 3.4759)
C (-2.3495, 2.5538, -1.0048)
Sb (-1.6537, 1.8415, 0.8619)
C (-0.5645, 3.4533, 1.6984)
C (-3.3815, 1.6865, 2.0765)
H (-3.1032, 3.3179, -0.8203)
H (-2.7888, 1.7433, -1.5821)
H (-1.5190, 2.9907, -1.5565)
H (-1.1811, 4.3489, 1.6328)
H (0.3611, 3.6152, 1.1494)
H (-0.3422, 3.2561, 2.7460)
H (-3.8496, 2.6689, 2.1243)
H (-3.1194, 1.3737, 3.0861)
H (-4.0875, 0.9797, 1.6442)
C (0.9665, 2.1033, -4.9302)
C (1.1262, 0.5917, -5.0185)
C (0.3803, -0.1613, -3.9155)
S (1.1862, 0.1611, -2.3230)
O (0.0298, -0.0858, -1.2800)
C (2.3050, -1.2541, -2.1072)
C (1.6968, -2.4687, -1.4167)
C (0.6000, -3.2003, -2.1774)
H (1.5119, 2.5899, -5.7360)
H (1.3575, 2.5041, -3.9918)
H (-0.0816, 2.3912, -5.0222)
H (2.1811, 0.3021, -5.0268)
H (0.7172, 0.2235, -5.9611)
H (0.3579, -1.2374, -4.0751)
H (-0.6384, 0.2079, -3.7824)
H (3.1501, -0.8592, -1.5426)
H (2.6611, -1.4869, -3.1144)
H (1.3469, -2.1694, -0.4070)
H (2.5274, -3.1476, -1.2139)
H (-0.3008, -2.5967, -2.2943)
H (0.3267, -4.1174, -1.6573)
H (0.9460, -3.4926, -3.1694)

Calculated values
Expectation value of S²   2.0341
Total charge   +3
Kohn-Sham gap (spin up / spin down)   0.29515 / 0.27681 Ha
Electronic energy   -71809.5004 eV
Multiplicity   3
Energy relative to the best compared isomer or geometry (same formula, charge and spin)   9.4 kJ/mol


C16H29AlBrCl2FNO6P2Y as an isolated structure in a non-equilibrium geometry. Source: the OMol25 dataset; level of theory: ωB97M-V with the def2-TZVPD basis set.

Atoms and positions in Å:
C (0.7023, -0.0127, 4.2912)
C (1.2690, 0.1322, 3.2171)
C (1.8506, 0.2215, 1.7907)
Br (3.7432, 0.7983, 2.1896)
O (1.4058, 1.3758, 1.0011)
Al (2.2259, 1.2259, -0.7074)
C (1.1244, 1.8411, -2.3314)
C (1.9943, 1.5294, -3.6416)
F (0.7842, 3.2937, -2.2669)
P (4.1589, 2.5335, -0.9230)
N (4.1178, 3.6777, 0.4628)
O (4.0628, 3.5753, -2.2801)
O (2.3961, -0.6046, -0.4137)
C (1.6863, -1.0549, 0.7781)
C (0.0995, -1.3460, 0.6472)
C (-0.5894, -0.7926, -0.6807)
C (-1.4999, 0.5151, -0.3747)
P (-3.2205, -0.0909, 0.1613)
O (-4.0157, 1.0484, 0.7739)
O (-4.1139, -0.6185, -1.1694)
C (-5.0838, 0.3843, -1.5944)
C (-5.7944, -0.0025, -2.9786)
O (-3.0645, -1.3594, 1.2295)
C (-3.5207, -1.0168, 2.5713)
C (-2.6032, 0.0133, 3.3532)
C (2.4465, -2.3295, 1.3197)
Cl (1.5778, -3.1626, 2.7304)
C (2.7847, -3.4562, 0.2622)
C (4.3063, -3.4235, -0.2658)
Cl (1.7018, -3.5749, -1.1938)
H (0.0246, -0.2767, 5.1480)
H (0.1388, 1.3081, -2.4631)
H (3.0335, 1.1877, -3.3329)
H (1.5011, 0.7943, -4.3384)
H (2.1343, 2.5397, -4.1549)
H (3.1475, 3.6223, 0.8153)
H (4.1786, 4.6455, 0.0957)
H (3.2835, 4.1682, -2.1637)
H (-0.0472, -2.4759, 0.6199)
H (-0.5134, -0.9789, 1.5194)
H (-1.3453, -1.5876, -1.0051)
H (0.1060, -0.6590, -1.5575)
H (-1.6978, 1.1367, -1.3088)
H (-1.1120, 1.1320, 0.5117)
H (-4.5454, 1.3708, -1.7746)
H (-5.9346, 0.5051, -0.8480)
H (-5.0568, -0.1178, -3.8285)
H (-6.4308, -0.9364, -2.8227)
H (-6.5446, 0.8359, -3.1678)
H (-3.5368, -1.9930, 3.1610)
H (-4.6096, -0.6889, 2.5309)
H (-1.7025, 0.3783, 2.7739)
H (-2.2251, -0.3805, 4.3515)
H (-3.2382, 0.9350, 3.5794)
H (3.4426, -2.0070, 1.7737)
H (2.7020, -4.4524, 0.8093)
H (4.4520, -4.4327, -0.7773)
H (4.9622, -3.4644, 0.6585)
H (4.5164, -2.5539, -0.9479)
Y (-0.0811, 3.1182, 0.5527)

Calculated values
Total charge   +2
Kohn-Sham gap   0.13927 Ha
Electronic energy   -154839.9175 eV